Record 1
Formula: C2H10NO2S
Source: the Open Molecules 2025 dataset
Level of theory: the ωB97M-V functional and the def2-TZVPD basis

Bonds (Å) are listed after each position.
Cartesian coordinates (Å):
1 C -1.8549 -1.5329 -1.0521  C2 1.554, N4 1.543, H5 1.053, H6 1.114
2 C -2.2834 -0.0842 -0.6869  C1 1.554, S3 1.880, H7 1.201, H8 1.079
3 S -0.9740 1.1320 -0.1036  C2 1.880
4 N -0.8350 -2.0383 -0.0097  C1 1.543, H9 1.052, H10 1.212
5 H -1.3711 -1.5268 -1.9877  C1 1.053
6 H -2.7118 -2.2437 -1.0747  C1 1.114
7 H -3.0539 -0.2185 0.2245  C2 1.201
8 H -2.7375 0.2303 -1.6134  C2 1.079
9 H -1.3160 -1.7424 0.8782  N4 1.052
10 H 0.1423 -1.3230 0.0269  N4 1.212
11 H 2.4126 0.1587 1.8736  O13 1.011
12 H 1.1116 0.5215 2.5891  O13 0.976
13 O 2.0106 0.2057 2.7998  H11 1.011, H12 0.976
14 H 3.6446 3.2108 -1.2025  O16 0.918
15 H 3.8012 2.1496 -0.2916  O16 0.978
16 O 4.0147 3.1011 -0.3699  H14 0.918, H15 0.978

Its highest occupied orbital energy is -2.93 eV. For the total energy, the calculation gives -685.60591 Eh. The calculation puts the energy relative to the best compared isomer or geometry (same formula, charge and spin) at 38.8 kcal/mol. The charge is -1. The value obtained for the largest force on an atom is 4.720 eV/Å.


Record 2
Formula: C2H10NO2S
Source: the Open Molecules 2025 dataset
Level of theory: the ωB97M-V functional and the def2-TZVPD basis

Bonds (Å) are listed after each position.
Cartesian coordinates (Å):
1 C -1.1490 0.3022 0.7340  C2 1.518, N4 1.501, H5 1.089, H6 1.084
2 C -1.6835 -0.1180 2.0911  C1 1.518, S3 1.795, H7 1.097, H8 1.090
3 S -2.0419 -1.8710 2.2387  C2 1.795
4 N 0.1076 -0.4199 0.3437  C1 1.501, H9 1.013, H10 1.019
5 H -1.9521 0.1850 0.0087  C1 1.089
6 H -0.8919 1.3535 0.7911  C1 1.084
7 H -0.9972 0.1259 2.9113  C2 1.097
8 H -2.6054 0.4023 2.3509  C2 1.090
9 H 0.3315 -1.0605 1.0961  N4 1.013
10 H -0.1441 -1.0195 -0.4405  N4 1.019
11 H 1.7292 -1.2344 -3.5569  O13 0.964
12 H 1.9778 0.1772 -3.1022  O13 0.973
13 O 1.3761 -0.3437 -3.6620  H11 0.964, H12 0.973
14 H 1.2112 1.0064 -0.4934  O16 0.974
15 H 2.7425 1.0842 -0.4134  O16 0.960
16 O 1.9892 1.4303 -0.8973  H14 0.974, H15 0.960

Its highest occupied orbital energy (spin up / spin down) is -9.76 / -9.35 eV. Its spin multiplicity is 2. For the total energy, the calculation gives -685.56862 Eh. The calculation puts the energy relative to the best compared isomer or geometry (same formula, charge and spin) at 0.0 kcal/mol. The value obtained for the largest force on an atom is 1.377 eV/Å.